[1]
119
Properties=species:S:1:pos:R:3:forces:R:3:mulliken_charge:R:1 method="wB97M-V/def2-TZVPD" multiplicity=5 total_energy_ha=-2931.57731 homo_ev="-10.332 / -12.596" charge=+2
Te -2.833 -22.203 9.622 -1.209 0.331 0.718 0.083
Ru 1.467 -22.250 11.883 -1.021 1.650 -0.099 0.451
O 0.060 -19.845 15.019 0.554 -0.865 -0.550 -0.466
O 3.114 -25.530 12.730 -2.602 1.528 -1.067 -0.689
O 0.634 -20.372 7.920 0.662 -0.848 -0.291 -0.376
N 0.789 -21.627 13.842 0.021 0.013 -1.217 0.830
N 5.579 -21.479 12.687 -0.668 -0.677 0.843 0.328
N 0.427 -20.437 11.481 0.449 0.159 -0.427 0.901
N 3.368 -22.089 12.548 0.725 0.521 0.160 1.043
N 1.513 -24.014 11.851 0.570 -0.573 0.915 0.007
N 1.550 -21.891 9.353 -0.593 0.889 -0.147 0.455
C 0.675 -23.894 16.874 -0.437 -0.854 0.305 -0.682
C 0.998 -22.082 15.245 0.546 1.716 -0.164 0.061
C 3.711 -23.917 8.674 -0.282 0.401 0.240 -0.019
C -3.981 -22.496 11.491 -0.182 -0.574 0.090 0.010
C 3.985 -22.432 6.760 0.726 0.837 1.278 -0.453
C 0.910 -20.774 9.171 -0.266 -0.811 -0.583 -0.161
C 5.089 -24.025 8.732 -0.586 -0.886 0.675 -0.536
C -6.155 -20.568 7.107 -1.194 0.898 -1.264 -0.340
C 2.020 -25.265 12.137 2.610 0.055 1.001 -0.104
C -0.572 -17.843 11.094 0.009 -0.730 -0.863 -0.969
C 0.715 -28.635 11.140 -0.861 -0.128 0.012 -0.659
C 0.580 -20.807 16.035 -1.969 0.361 0.113 -0.457
C -5.352 -23.099 7.958 3.279 1.631 2.104 0.882
C 0.289 -25.213 17.215 0.934 0.931 0.893 -0.532
C 6.689 -20.590 12.553 1.244 0.579 -2.281 -1.039
C 1.432 -27.677 11.830 0.138 0.487 0.227 -0.502
C 5.915 -22.715 13.424 -0.399 -0.656 -0.886 -0.692
C -5.152 -20.258 11.507 0.075 0.829 0.756 -0.928
C -3.891 -19.537 7.935 -0.837 0.132 -0.713 -1.327
C -0.326 -18.312 12.381 -0.299 0.074 0.454 -0.444
C -4.924 -21.620 12.062 0.418 -0.427 -0.109 1.160
C 3.993 -19.774 11.953 -1.903 -0.961 0.502 -1.196
C -4.971 -24.463 8.402 0.483 -0.472 -1.038 -1.711
C -5.606 -22.007 13.242 0.299 1.180 -0.650 -0.760
C -0.255 -18.691 9.972 0.011 0.171 1.439 -0.461
C 3.195 -23.005 7.757 -1.125 0.404 -0.176 -0.301
C 0.327 -19.918 10.199 0.041 -0.032 1.310 -0.166
C 0.326 -23.355 15.634 0.229 -0.941 0.183 0.210
C 0.098 -19.633 12.551 0.463 -1.483 0.725 -0.516
C -4.927 -20.655 7.801 2.185 -1.427 1.166 0.768
C -3.705 -23.723 12.146 0.376 1.081 -1.532 -0.617
C -0.418 -24.137 14.752 -0.083 -0.906 0.709 -0.433
C 0.192 -26.004 10.617 0.697 0.766 -0.179 -0.061
C 4.294 -21.148 12.435 0.690 -1.845 0.281 0.322
C -4.573 -21.948 8.305 -0.031 -0.982 0.156 -0.132
C 0.326 -20.402 13.821 -0.364 0.922 0.261 -0.018
C -0.411 -26.951 9.815 -0.304 -0.675 0.689 -0.788
C 5.927 -22.542 14.925 -1.109 -1.502 0.765 -1.232
C 5.881 -23.306 7.866 1.618 0.568 0.164 -0.450
C -0.231 -28.281 10.157 0.893 -1.369 -0.694 -0.406
C 1.232 -26.321 11.537 -2.201 -1.110 -0.963 0.714
C 5.372 -22.421 6.941 -1.508 -1.488 -0.767 -0.904
C 7.157 -19.808 13.759 0.237 0.678 0.361 -1.038
C 1.371 -21.310 7.035 -2.114 0.025 -0.217 -0.570
C -8.366 -21.458 6.218 1.461 0.029 -0.577 -1.527
C 1.773 -22.476 7.957 0.016 -0.107 0.114 0.121
C -6.987 -21.644 6.833 -0.044 0.208 0.438 0.181
C -5.287 -23.182 13.862 -0.303 -0.905 1.270 -0.597
C -0.420 -26.003 16.345 0.020 0.517 -1.227 -0.790
C -6.543 -22.894 7.286 -2.308 -0.001 -1.249 -0.366
C -0.744 -25.466 15.086 0.567 1.070 1.154 -0.665
C -4.330 -24.039 13.308 -0.497 -0.198 1.282 -0.768
H 5.471 -23.461 15.429 0.687 1.264 -0.573 0.280
H 5.994 -21.881 6.264 0.422 0.193 -0.280 0.473
H 3.079 -19.438 12.467 0.280 0.006 -0.035 0.055
H 1.059 -23.297 7.827 -0.048 0.063 0.264 0.342
H 5.259 -23.557 13.120 0.468 0.530 0.043 0.294
H 6.946 -22.448 15.234 0.460 0.137 0.604 0.387
H 6.964 -23.383 7.876 -0.081 -0.139 0.439 0.384
H -0.664 -27.023 16.599 -0.024 -0.063 -0.051 0.429
H -1.023 -16.867 10.878 0.370 -0.404 0.387 0.471
H 2.083 -27.949 12.663 0.097 0.058 -0.508 0.421
H -1.050 -26.682 8.983 -0.152 0.116 0.245 0.416
H 6.557 -19.943 11.619 -0.044 -0.647 1.436 0.559
H -5.811 -19.666 12.171 0.159 -0.366 -0.479 0.440
H -1.196 -26.091 14.370 -0.742 -0.552 -0.823 0.647
H 2.143 -20.727 6.590 0.754 0.234 -0.030 0.403
H -2.968 -24.366 11.690 0.082 -0.322 0.123 0.701
H 7.837 -20.441 14.396 -0.970 0.829 -0.336 0.315
H 6.921 -23.004 13.123 -0.111 -0.021 -0.311 0.631
H -3.893 -24.660 8.440 -0.191 0.402 -0.214 0.291
H 0.650 -21.581 6.214 0.751 0.055 0.910 0.212
H -0.761 -23.727 13.826 0.112 0.093 -0.565 0.637
H 1.380 -20.277 16.515 0.454 -0.037 0.249 0.317
H -2.964 -19.891 7.467 -0.108 -0.022 0.044 0.355
H 5.454 -24.662 9.536 0.503 -0.011 -0.464 0.460
H -0.721 -29.094 9.572 0.348 0.784 0.612 0.354
H -6.406 -19.573 6.725 -0.202 -0.309 0.139 0.465
H -8.951 -20.937 6.950 -0.633 0.312 0.158 0.353
H 7.771 -19.000 13.316 -0.146 -0.258 0.627 0.407
H -4.165 -18.590 7.439 -0.194 -0.525 0.163 0.490
H 6.312 -19.327 14.328 0.935 -0.594 -0.355 0.217
H 3.688 -19.918 10.934 0.104 0.412 -0.858 0.118
H -5.423 -25.221 7.766 -0.141 -0.045 -0.067 0.521
H 1.237 -23.300 17.603 -0.019 -0.269 -0.331 0.416
H -4.064 -24.936 13.854 -0.024 -0.068 -0.142 0.455
H 2.089 -22.181 15.427 -0.533 -0.249 -0.411 0.188
H 3.545 -21.836 5.982 -0.007 0.148 -0.110 0.562
H 3.678 -23.005 12.878 0.062 0.522 -0.190 -0.583
H 0.845 -29.674 11.422 -0.047 0.043 -0.168 0.419
H -0.158 -24.982 10.462 0.663 -0.039 0.078 0.353
H -5.575 -20.297 10.515 -0.172 0.145 -0.400 0.098
H -5.758 -23.454 14.839 0.414 0.267 -1.071 0.355
H -0.467 -18.368 8.976 0.178 0.206 -0.468 0.807
H 4.760 -19.061 12.100 0.678 0.515 -0.070 0.724
H 0.653 -25.647 18.159 -0.380 0.399 -0.393 0.359
H -8.844 -22.391 5.923 0.104 0.014 0.180 0.390
H -0.482 -17.690 13.274 -0.032 -0.334 -0.531 0.562
H -4.198 -19.706 11.485 -0.199 -0.159 -0.244 0.090
H -7.199 -23.759 7.145 0.177 0.256 -0.037 0.446
H -6.305 -21.269 13.676 0.368 -0.686 -0.215 0.371
H -0.266 -20.961 16.765 0.965 -0.001 -0.788 0.350
H -5.290 -24.661 9.399 -0.546 0.026 1.038 0.368
H 3.061 -24.486 9.374 0.486 0.696 -0.470 0.356
H -3.617 -19.316 8.971 -0.275 -0.254 -0.006 0.206
H 7.545 -21.230 12.253 -0.453 0.289 0.039 0.444
H 5.367 -21.669 15.230 -0.143 0.173 0.169 0.353
H -8.225 -20.845 5.319 -0.408 -0.017 0.225 0.386



[2]
55
Properties=species:S:1:pos:R:3:forces:R:3:nbo_charge:R:1 method="wB97M-V/def2-TZVPD" relative_energy_ev=0.1690 total_energy_ha=-1890.30308 homo_ev=-8.438
S 0.225 -0.611 0.450 -0.530 -0.392 -0.087 2.358
F -1.033 -6.269 -0.368 0.038 0.103 0.075 -0.321
O 4.051 2.270 -3.214 0.422 -0.092 0.271 -0.404
O -3.136 -0.628 1.970 0.007 0.011 0.062 -0.522
O 0.889 -0.417 1.704 -0.070 -0.271 0.191 -0.944
O 1.952 2.720 2.443 -0.034 -0.043 0.190 -0.630
O 0.801 -0.051 -0.737 -0.242 -0.263 -0.228 -0.942
O -0.676 2.777 0.166 0.064 0.019 -0.098 -0.634
N -0.697 2.120 2.348 0.177 -0.083 0.270 -0.595
N -1.300 -0.018 0.614 0.869 -0.199 -0.052 -0.735
N 2.039 2.504 0.175 -0.078 -0.006 -0.288 -0.591
C -0.847 -5.416 2.290 -0.013 -0.106 -0.075 -0.646
C -0.161 -2.847 -1.097 0.054 0.027 -0.045 -0.182
C -0.275 -3.165 1.291 0.000 -0.174 -0.004 -0.205
C 3.339 3.074 -2.395 -0.617 0.628 0.235 0.277
C 1.420 2.590 1.354 0.268 0.106 -0.208 0.587
C -0.605 -4.504 1.132 -0.019 0.026 -0.213 0.007
C -3.399 -0.611 -0.448 0.171 0.145 0.395 -0.443
C -0.487 -4.180 -1.286 -0.068 -0.137 0.141 -0.271
C 3.301 2.045 -4.306 -0.743 0.072 -0.526 0.080
C 3.922 3.437 -1.072 -0.006 -0.402 -0.029 -0.450
C 3.468 2.449 0.014 0.223 0.184 0.144 -0.214
C -0.060 -2.358 0.190 0.269 0.648 -0.020 -0.340
C -0.098 2.501 1.202 -0.286 0.387 0.284 0.607
C 2.109 2.689 -4.209 0.428 -0.372 -0.218 -0.311
C -0.707 -4.975 -0.176 0.055 0.274 0.010 0.386
C -1.923 0.070 1.905 0.392 0.141 0.785 0.250
C 2.130 3.359 -2.960 0.518 -0.028 0.304 -0.324
C -4.037 -0.335 0.913 -0.193 -0.157 -0.304 -0.071
C -2.123 0.223 -0.549 -0.248 -0.067 -0.486 -0.230
C -2.020 1.561 2.339 -0.249 -0.310 -0.336 -0.264
H -3.152 -1.673 -0.519 -0.041 -0.034 -0.036 0.210
H -2.471 1.624 3.331 -0.011 0.021 -0.093 0.219
H -0.057 1.846 3.085 -0.004 0.102 -0.085 0.426
H 0.031 -2.189 -1.929 0.023 0.025 -0.168 0.243
H -1.253 -0.434 2.611 -0.203 0.168 -0.022 0.211
H -0.724 -4.886 3.230 0.002 0.014 0.074 0.221
H -4.366 0.711 0.968 -0.040 -0.039 0.005 0.164
H -4.895 -0.985 1.092 0.017 0.153 -0.056 0.200
H 3.911 2.705 0.979 0.003 -0.090 -0.120 0.232
H 1.468 2.298 -0.635 -0.061 0.041 0.147 0.436
H -0.574 -4.607 -2.273 -0.003 -0.052 -0.089 0.236
H -2.613 2.130 1.621 -0.073 -0.019 0.145 0.220
H 3.602 4.443 -0.797 0.053 -0.016 -0.017 0.229
H -0.152 -6.254 2.259 0.005 -0.060 0.078 0.230
H 5.010 3.414 -1.140 0.017 0.083 0.007 0.230
H 3.723 1.424 -5.071 0.140 -0.090 -0.041 0.201
H -1.521 -0.043 -1.417 -0.170 0.123 -0.125 0.233
H 3.768 1.432 -0.262 0.030 0.068 0.073 0.201
H -0.168 -2.739 2.276 -0.007 -0.041 0.207 0.236
H -2.354 1.292 -0.613 0.083 -0.097 -0.035 0.225
H 1.315 2.692 -4.927 -0.116 -0.049 -0.201 0.226
H -1.855 -5.827 2.241 -0.034 -0.046 0.072 0.229
H -4.091 -0.350 -1.248 -0.044 0.002 -0.041 0.220
H 1.356 3.972 -2.546 -0.125 0.166 0.177 0.235



[3]
10
Properties=species:S:1:pos:R:3:forces:R:3:nbo_charge:R:1 method="wB97M-V/def2-TZVPD" relative_energy_ev=5.0883 total_energy_ha=-975.46973 homo_ev="-8.548 / -8.545"
Cl 1.955 1.360 0.071 -0.652 -0.125 -0.337 -0.097
S -2.935 0.255 -0.039 2.535 -0.493 -0.437 -0.303
C -0.368 -0.201 -0.268 -2.617 1.452 -1.133 0.362
C 0.077 -1.130 0.699 2.272 2.302 0.369 -0.797
C 0.369 0.944 -0.760 -0.022 0.320 -0.341 -0.601
H 0.524 1.144 -1.856 -0.220 -0.995 0.906 0.308
H 0.569 -0.630 1.561 -0.170 -0.153 -0.306 0.276
H -0.435 1.678 -0.594 0.392 0.558 0.610 0.326
H -0.636 -1.778 0.976 -2.506 -2.277 1.145 0.246
H 0.880 -1.641 0.210 0.989 -0.590 -0.476 0.279



[4]
25
Properties=species:S:1:pos:R:3:forces:R:3:nbo_charge:R:1 method="wB97M-V/def2-TZVPD" relative_energy_ev=4.1220 total_energy_ha=-589.14209 homo_ev=-8.766
O 1.857 -1.104 -0.705 -1.331 -0.696 -0.126 -0.715
O -2.005 1.434 0.026 1.929 0.221 1.698 -0.589
N 2.734 1.086 0.597 -0.339 0.800 1.932 -0.598
N -1.657 -1.499 -0.155 1.077 0.917 -0.266 -0.694
N -0.230 -1.716 -0.135 -2.385 -0.839 0.463 -0.295
C -0.976 1.751 0.661 -1.300 2.258 -2.216 0.604
C -0.708 3.184 1.216 -0.936 -1.076 -1.340 -0.697
C 0.619 -1.036 -0.902 1.881 -0.668 -0.569 0.677
C 0.185 -0.257 -2.123 -0.285 2.388 1.232 -0.713
C 0.194 0.872 0.736 1.041 -0.077 1.555 -0.638
C 1.545 0.999 0.733 -2.865 0.812 -0.135 0.543
C 0.127 -2.799 0.816 2.960 2.368 -2.381 -0.415
H -1.843 -0.522 -0.513 -0.165 -1.577 0.314 0.412
H -0.007 -0.919 -2.902 -0.347 -1.397 -1.426 0.231
H -0.195 -0.070 1.073 0.476 -0.339 0.258 0.285
H -0.732 -3.274 1.147 -1.568 -1.364 -0.183 0.217
H -0.738 0.433 -2.067 1.626 -0.941 0.253 0.239
H 1.136 0.276 -2.365 -1.145 -0.006 -0.053 0.243
H -1.487 3.965 1.205 -0.046 -0.863 -0.094 0.234
H -2.023 -2.297 -0.666 -0.500 0.687 -0.386 0.358
H 0.886 -3.277 0.139 -0.551 -0.758 1.699 0.233
H -0.341 2.997 2.191 0.733 0.432 0.983 0.227
H 3.047 0.666 -0.231 0.864 -0.749 -1.685 0.416
H 0.552 -2.377 1.719 0.636 0.083 0.111 0.203
H 0.058 3.482 0.504 0.538 0.383 0.362 0.232